No. 1
Formula: C5H9NOS
Source: the OMol25 dataset
Level of theory: wB97M-V/def2-TZVPD

HOMO level = -8.74 eV
LUMO level = 0.8 eV
energy relative to the best compared isomer or geometry (same formula, charge and spin) = 51.2 kcal/mol
total energy = -19702.0823 eV

Geometry as ORCA input:
```
! RIJCOSX wB97M-V def2-TZVPD def2/J DEFGRID3
* xyz 0 1
C -1.617 -1.657 -0.209
C -0.386 -1.090 -1.004
C 0.591 -0.313 -0.141
C 1.674 -0.789 0.479
C 0.554 1.674 1.100
H -1.282 -2.338 0.612
H -2.223 -2.260 -0.922
H -2.241 -0.855 0.237
H -0.730 -0.290 -1.741
H 0.083 -1.866 -1.552
H 2.460 -0.286 1.041
H 1.917 -1.843 0.251
H 0.872 1.065 1.960
H -0.268 3.040 -1.160
N 0.512 2.928 1.159
O 0.105 0.973 0.029
S -0.020 3.907 -0.138
*
```

Mulliken atomic charge list, values in e, 8 entries:
1. C -0.960
2. C -0.579
3. C 0.534
4. C -0.876
5. C 0.113
6. H 0.285
7. H 0.312
8. H 0.290

---

No. 2
Formula: C4H9O2
Source: the OMol25 dataset
Level of theory: wB97M-V/def2-TZVPD

HOMO level = -2.30 eV
LUMO level = 3.6 eV
energy relative to the best compared isomer or geometry (same formula, charge and spin) = 66.7 kcal/mol
total energy = -8387.5981 eV

Geometry as ORCA input:
```
! RIJCOSX wB97M-V def2-TZVPD def2/J DEFGRID3
* xyz -1 1
C 0.839 0.092 -1.767
O 1.390 -1.047 -2.452
C -0.137 -0.287 -0.645
C 0.047 0.568 0.617
C -0.867 -0.018 1.906
O -1.508 0.886 2.573
H 1.648 0.730 -1.395
H 0.313 0.669 -2.525
H 2.035 -1.439 -1.880
H 0.015 -1.302 -0.295
H -1.128 -0.239 -1.109
H 1.078 0.426 0.954
H -0.423 1.543 0.497
H -0.078 -0.636 2.475
H -1.440 -0.806 1.350
*
```

Mulliken atomic charge list, values in e, 8 entries:
1. C -0.466
2. O -0.549
3. C -0.465
4. C -0.598
5. C -0.286
6. O -0.832
7. H 0.302
8. H 0.286